Density functional theory data (ωB97M-V/def2-TZVPD) for a cluster of 2 separate species, CH6N2O2 in total.

For the strongest force on any atom, the calculation gives 1.977 eV Å⁻¹. The calculation puts the highest occupied orbital energy (alpha / beta) at -16.51 / -16.23 eV. The net charge is +1. As for the multiplicity: 2. For the orbital gap (alpha / beta), the calculation gives 12.6422 / 7.1350 eV.

Each line ends with the Löwdin charge.
CARTESIAN COORDINATES (ANGSTROEM)
N -0.924 0.078 1.838  0.26
C -0.290 0.121 0.660  -0.50
N -0.861 -0.257 -0.472  0.25
O 0.954 0.443 0.676  0.30
H -1.613 -0.637 2.064  0.16
H -0.331 0.375 2.603  0.15
H -1.755 -0.721 -0.471  0.15
H -0.237 -0.418 -1.251  0.10
H 2.137 0.958 -1.734  0.07
H 1.536 -0.423 -1.809  0.05
O 1.385 0.480 -2.103  0.00

=====

Density functional theory data (ωB97M-V/def2-TZVPD) for a cluster of 14 separate species, C72H184N12O23 in total.

For the strongest force on any atom, the calculation gives 3.518 eV Å⁻¹. The calculation puts the highest occupied orbital energy at -8.29 eV. The net charge is 0. As for the multiplicity: 1. For the orbital gap, the calculation gives 8.7633 eV.

Each line ends with the Löwdin charge.
CARTESIAN COORDINATES (ANGSTROEM)
C -2.298 -25.547 23.007  -0.04
C -2.365 -24.037 22.793  -0.52
C -0.986 -23.442 22.958  -0.04
O -2.848 -23.792 21.535  -0.04
H -3.238 -25.988 22.676  0.08
H -2.228 -25.869 24.046  0.08
H -1.447 -26.008 22.506  0.06
H -3.081 -23.553 23.457  0.14
H -0.804 -23.566 24.026  0.09
H -0.820 -22.397 22.696  0.05
H -0.200 -23.881 22.344  0.06
H -3.702 -23.381 21.692  0.09
C 5.561 -20.889 22.520  -0.06
C 4.982 -21.286 21.161  -0.54
C 5.468 -20.350 20.074  -0.03
O 5.276 -22.609 21.059  -0.02
H 5.515 -19.805 22.624  0.08
H 6.596 -21.228 22.566  0.08
H 5.150 -21.390 23.396  0.07
H 3.899 -21.184 21.230  0.11
H 4.717 -19.590 19.862  0.07
H 5.508 -20.964 19.174  0.05
H 6.491 -19.983 20.157  0.09
H 5.474 -22.867 20.156  0.06
C -1.971 -27.879 11.743  -0.05
C -3.369 -27.192 11.442  -0.41
C -4.421 -28.128 10.774  -0.23
O -5.532 -27.420 10.379  -0.17
C -6.355 -28.121 9.523  -0.13
N -3.920 -26.830 12.720  0.03
H -1.445 -28.074 10.809  0.07
H -2.192 -28.804 12.276  0.07
H -1.378 -27.373 12.505  0.04
H -3.130 -26.345 10.799  0.13
H -4.765 -28.953 11.398  0.13
H -3.879 -28.555 9.930  0.12
H -5.877 -28.552 8.643  0.08
H -7.256 -27.583 9.230  0.09
H -6.643 -29.075 9.964  0.08
H -4.757 -26.413 12.338  0.06
H -3.474 -26.004 13.093  0.07
C -5.571 -19.424 15.997  -0.07
C -4.413 -19.963 15.159  -0.44
C -3.365 -20.792 16.031  -0.14
O -2.453 -21.486 15.107  -0.18
C -1.372 -21.909 15.903  -0.13
N -4.904 -20.583 13.959  0.02
H -6.028 -20.164 16.654  0.06
H -6.432 -19.027 15.459  0.08
H -5.130 -18.630 16.599  0.07
H -4.010 -19.046 14.730  0.13
H -3.900 -21.438 16.726  0.12
H -2.896 -20.005 16.622  0.11
H -0.501 -22.182 15.307  0.09
H -1.658 -22.747 16.540  0.07
H -0.913 -21.013 16.321  0.08
H -5.462 -21.393 14.189  0.07
H -4.165 -20.971 13.391  0.06
C 3.560 -30.243 15.054  -0.04
C 4.704 -29.729 14.155  -0.42
C 5.855 -30.673 14.106  -0.21
O 5.821 -32.013 13.589  -0.18
C 5.207 -32.152 12.272  -0.06
N 4.201 -29.372 12.835  0.06
H 2.958 -30.977 14.519  0.07
H 2.918 -29.472 15.482  0.05
H 3.925 -30.875 15.863  0.08
H 5.003 -28.708 14.392  0.13
H 6.260 -30.867 15.099  0.13
H 6.609 -30.107 13.559  0.11
H 5.431 -33.144 11.879  0.09
H 5.764 -31.386 11.732  0.08
H 4.120 -32.103 12.338  0.08
H 4.889 -28.935 12.240  0.06
H 3.986 -30.299 12.494  0.02
C 0.376 -37.456 13.100  -0.09
O -0.839 -36.616 12.988  -0.24
C -1.385 -36.142 14.307  -0.13
C -0.308 -35.352 15.172  -0.17
N -0.140 -33.906 14.903  -0.06
C 0.621 -33.588 13.759  -0.25
C 0.406 -32.173 13.363  -0.25
O 0.900 -31.962 12.043  -0.18
C 0.948 -30.563 11.640  -0.08
H 0.186 -38.258 13.813  0.08
H 1.277 -36.846 13.165  0.08
H 0.469 -38.020 12.171  0.07
H -1.671 -37.030 14.872  0.10
H -2.324 -35.608 14.157  0.12
H 0.649 -35.839 15.359  0.11
H -0.813 -35.266 16.134  0.09
H 0.214 -33.429 15.720  0.06
H 0.061 -34.139 13.004  0.12
H 1.680 -33.803 13.613  0.12
H 0.969 -31.507 14.017  0.09
H -0.623 -31.854 13.531  0.13
H 1.971 -30.189 11.596  0.06
H 0.444 -29.843 12.285  0.07
H 0.390 -30.430 10.713  0.08
C 1.357 -26.944 22.022  -0.10
O 0.755 -28.218 22.394  -0.20
C 1.514 -28.863 23.476  -0.19
C 0.791 -30.153 23.821  -0.20
N 0.782 -31.140 22.763  -0.05
C 2.049 -31.534 22.223  -0.23
C 3.158 -31.846 23.294  -0.19
O 2.735 -32.591 24.443  -0.21
C 2.247 -33.871 24.039  -0.09
H 2.336 -27.086 21.566  0.08
H 1.459 -26.076 22.673  0.08
H 0.669 -26.602 21.249  0.07
H 1.422 -28.271 24.387  0.12
H 2.582 -28.864 23.262  0.11
H -0.248 -29.959 24.089  0.12
H 1.193 -30.617 24.721  0.11
H 0.363 -30.630 21.998  0.08
H 2.368 -30.863 21.425  0.11
H 2.000 -32.424 21.596  0.08
H 3.597 -30.931 23.688  0.11
H 3.966 -32.472 22.914  0.12
H 1.736 -33.874 23.077  0.07
H 1.634 -34.351 24.802  0.09
H 3.192 -34.414 24.012  0.08
C 1.329 -21.999 18.814  -0.12
O 0.696 -23.090 18.172  -0.22
C -0.364 -23.665 19.053  -0.14
C -1.180 -24.868 18.391  -0.13
N -0.295 -25.774 17.542  -0.05
C -0.411 -25.585 16.128  -0.22
C 0.256 -26.673 15.282  -0.19
O 1.515 -26.306 14.713  -0.19
C 2.014 -27.102 13.687  -0.11
H 1.975 -22.180 19.673  0.08
H 0.656 -21.193 19.107  0.08
H 2.009 -21.602 18.060  0.07
H -1.084 -22.868 19.238  0.11
H 0.091 -24.127 19.929  0.10
H -1.884 -24.386 17.712  0.08
H -1.791 -25.364 19.145  0.09
H 0.650 -25.955 17.846  0.08
H -0.141 -24.602 15.742  0.11
H -1.463 -25.773 15.909  0.12
H -0.467 -26.916 14.504  0.10
H 0.180 -27.489 16.001  0.10
H 1.999 -28.094 14.138  0.06
H 3.064 -26.932 13.452  0.07
H 1.365 -26.982 12.819  0.09
C 1.652 -20.769 23.121  -0.13
O 0.552 -20.291 23.870  -0.19
C -0.278 -19.482 22.974  -0.18
C -1.334 -18.689 23.797  -0.20
N -2.193 -17.895 22.951  -0.06
C -3.275 -17.290 23.669  -0.25
C -3.959 -16.308 22.787  -0.17
O -3.063 -15.234 22.270  -0.23
C -3.529 -13.969 21.870  -0.11
H 2.301 -19.981 22.741  0.08
H 1.238 -21.264 22.242  0.06
H 2.177 -21.552 23.667  0.10
H -0.768 -20.140 22.257  0.11
H 0.367 -18.789 22.432  0.10
H -0.705 -18.139 24.496  0.11
H -1.959 -19.339 24.410  0.12
H -1.701 -17.179 22.437  0.09
H -2.937 -16.865 24.614  0.12
H -4.037 -18.035 23.899  0.12
H -4.897 -15.962 23.221  0.12
H -4.275 -16.877 21.912  0.12
H -4.218 -14.075 21.031  0.09
H -2.690 -13.304 21.665  0.08
H -4.032 -13.588 22.759  0.08
C -8.845 -21.523 18.102  -0.16
O -7.818 -22.319 18.586  -0.16
C -8.333 -23.615 18.933  -0.21
C -7.416 -24.400 19.902  -0.17
N -6.395 -24.994 19.001  -0.08
C -5.494 -25.954 19.531  -0.22
C -4.788 -26.674 18.363  -0.17
O -5.694 -27.614 17.637  -0.21
C -5.071 -28.758 17.077  -0.10
H -8.711 -20.505 18.468  0.08
H -9.878 -21.817 18.289  0.08
H -8.827 -21.334 17.028  0.08
H -8.423 -24.251 18.053  0.12
H -9.237 -23.485 19.528  0.11
H -8.146 -25.085 20.333  0.11
H -7.082 -23.752 20.712  0.12
H -6.832 -25.390 18.181  0.10
H -6.056 -26.746 20.026  0.12
H -4.715 -25.401 20.057  0.11
H -3.864 -27.137 18.709  0.10
H -4.479 -25.909 17.650  0.11
H -4.769 -28.604 16.041  0.08
H -5.887 -29.478 17.128  0.09
H -4.275 -29.098 17.740  0.07
C -1.109 -29.462 18.905  -0.06
O -1.151 -30.621 18.031  -0.17
C -0.045 -30.708 17.198  -0.22
C 1.177 -31.531 17.701  -0.21
N 0.952 -32.903 17.590  -0.05
C 0.185 -33.357 18.727  -0.20
C 0.098 -34.835 19.048  -0.21
O 1.370 -35.410 19.141  -0.18
C 1.556 -36.669 19.754  -0.11
H -2.096 -29.098 19.191  0.07
H -0.740 -28.546 18.442  0.07
H -0.596 -29.749 19.823  0.08
H 0.264 -29.756 16.766  0.10
H -0.348 -31.213 16.280  0.11
H 1.498 -31.251 18.704  0.11
H 1.965 -31.162 17.045  0.09
H 1.784 -33.471 17.648  0.12
H -0.836 -32.976 18.706  0.12
H 0.444 -32.841 19.651  0.10
H -0.456 -35.353 18.266  0.10
H -0.483 -34.883 19.969  0.13
H 1.235 -36.787 20.789  0.08
H 2.562 -37.083 19.695  0.09
H 0.997 -37.467 19.265  0.08
C 2.936 -23.681 10.364  -0.14
O 3.121 -24.630 11.325  -0.19
C 3.936 -24.066 12.382  -0.16
C 5.480 -24.225 12.064  -0.21
N 5.902 -25.566 11.907  -0.07
C 7.168 -25.899 11.328  -0.22
C 7.221 -27.364 10.938  -0.21
O 6.210 -27.751 9.964  -0.21
C 5.988 -29.165 9.631  -0.07
H 3.969 -23.415 10.142  0.08
H 2.338 -22.848 10.736  0.09
H 2.481 -24.140 9.486  0.10
H 3.849 -24.564 13.347  0.10
H 3.633 -23.050 12.637  0.12
H 6.039 -23.940 12.955  0.09
H 5.788 -23.637 11.199  0.10
H 5.117 -26.082 11.534  0.11
H 7.977 -25.630 12.007  0.12
H 7.394 -25.369 10.402  0.11
H 7.105 -27.889 11.886  0.09
H 8.197 -27.704 10.591  0.12
H 6.961 -29.655 9.587  0.09
H 5.741 -29.007 8.582  0.08
H 5.161 -29.698 10.100  0.07
C 3.529 -27.213 17.514  -0.07
O 3.710 -26.363 18.659  -0.18
C 3.324 -25.035 18.511  -0.23
C 4.141 -24.272 17.449  -0.15
N 5.593 -24.272 17.910  -0.02
C 6.548 -23.769 16.910  -0.20
C 6.844 -24.632 15.684  -0.25
O 7.679 -25.622 16.126  -0.16
C 7.312 -26.884 15.702  -0.11
H 2.493 -27.420 17.248  0.07
H 4.016 -28.187 17.555  0.09
H 3.975 -26.694 16.665  0.06
H 2.298 -24.952 18.154  0.09
H 3.323 -24.536 19.480  0.13
H 4.031 -24.639 16.428  0.10
H 3.594 -23.331 17.501  0.09
H 5.840 -25.123 18.394  0.11
H 6.304 -22.747 16.620  0.09
H 7.448 -23.478 17.454  0.12
H 5.866 -25.004 15.379  0.10
H 7.114 -24.029 14.817  0.11
H 7.977 -27.475 16.332  0.10
H 7.593 -27.078 14.667  0.09
H 6.297 -27.140 16.005  0.08
C 4.590 -20.332 16.609  -0.12
O 3.294 -19.743 16.758  -0.23
C 3.223 -18.370 16.294  -0.17
C 1.791 -17.807 16.651  -0.16
N 1.558 -17.148 17.974  -0.08
C 1.860 -17.877 19.176  -0.20
C 1.873 -16.927 20.351  -0.22
O 0.566 -16.532 20.735  -0.20
C 0.562 -15.457 21.706  -0.09
H 4.508 -21.331 17.038  0.05
H 5.487 -19.913 17.065  0.08
H 4.745 -20.474 15.539  0.09
H 3.400 -18.485 15.225  0.11
H 3.967 -17.722 16.758  0.12
H 1.066 -18.614 16.543  0.10
H 1.462 -17.088 15.900  0.11
H 0.912 -16.372 17.941  0.11
H 2.890 -18.222 19.088  0.10
H 1.188 -18.735 19.147  0.11
H 2.446 -16.051 20.045  0.13
H 2.242 -17.431 21.245  0.11
H 0.866 -15.822 22.687  0.09
H -0.392 -14.939 21.801  0.07
H 1.186 -14.585 21.508  0.08

=====

Density functional theory data (ωB97M-V/def2-TZVPD) for a cluster of 9 separate species, H18O9 in total.

For the strongest force on any atom, the calculation gives 0.859 eV Å⁻¹. The calculation puts the highest occupied orbital energy at -9.71 eV. The net charge is 0. As for the multiplicity: 1. The SMILES is O.O.O.O.O.O.O.O.O. For the orbital gap, the calculation gives 9.4304 eV.

Each line ends with the Löwdin charge.
CARTESIAN COORDINATES (ANGSTROEM)
O -0.304 0.350 3.046  -0.04
H -0.213 -0.087 3.892  0.04
H 0.570 0.309 2.659  0.03
O 2.557 -1.486 -1.650  -0.04
H 3.278 -2.114 -1.604  0.06
H 1.958 -1.755 -0.954  0.02
O 0.625 2.398 -0.133  -0.04
H 0.118 2.401 0.679  0.01
H 1.528 2.547 0.147  0.02
O 0.502 -1.064 0.260  -0.03
H 0.483 -0.107 0.246  0.02
H -0.314 -1.314 0.693  0.00
O 0.482 0.171 -2.873  -0.06
H 1.098 -0.315 -2.326  -0.03
H -0.353 0.108 -2.408  -0.03
O 3.192 1.100 -0.460  -0.05
H 2.907 0.241 -0.773  -0.02
H 3.115 1.671 -1.223  0.04
O -2.220 -1.488 1.099  -0.04
H -2.673 -1.654 1.926  0.08
H -2.673 -2.041 0.463  0.07
O -2.560 1.439 0.967  -0.04
H -1.964 1.798 1.625  0.01
H -2.565 0.497 1.138  -0.02
O -1.873 -0.552 -1.704  -0.02
H -1.918 -0.612 -0.750  -0.01
H -2.782 -0.440 -1.981  0.07

=====

Density functional theory data (ωB97M-V/def2-TZVPD) for the ion C3H6NO2 with charge -1.

For the strongest force on any atom, the calculation gives 4.154 eV Å⁻¹. The calculation puts the highest occupied orbital energy at -3.67 eV. The net charge is -1. As for the multiplicity: 1. The SMILES is CC(=O)NC[O-]. For the orbital gap, the calculation gives 7.8960 eV.

Each line ends with the Löwdin charge.
CARTESIAN COORDINATES (ANGSTROEM)
C -0.059 0.273 -2.089  -0.06
C 0.693 0.535 -0.723  -0.54
O 1.939 0.834 -0.915  -0.11
N -0.134 0.345 0.342  0.02
C -0.538 -0.660 1.746  -0.46
O -1.672 -1.219 1.768  -0.22
H -0.521 1.162 -2.453  0.04
H -0.886 -0.326 -1.798  0.03
H 0.587 -0.405 -2.773  0.09
H -1.071 0.772 0.201  0.09
H 0.269 -1.388 1.476  0.07
H -0.142 -0.045 2.532  0.06

=====

> Number 1 is which compound?

CH6N2O2

=====

> Look up the net charge of the first one.

+1

=====

> The lowest strongest force on any atom belongs to which entry?

H18O9

=====

> Look up the net charge of the first one.

+1